This record from the OMol25 dataset describes a structure of composition C16H60B3O16Pd2PtS2Sr in a non-equilibrium geometry. The level of theory is ωB97M-V/def2-TZVPD.

The geometry in XYZ format:
```
101
Properties=species:S:1:pos:R:3
Pt 3.24828 3.97101 6.82529
Sr -0.32824 5.69492 5.71160
Pd 1.77034 2.52008 10.18581
Pd 3.37805 7.46296 10.12187
B 2.22448 1.87361 7.89370
H 1.80861 2.86555 7.97953
H 2.67977 1.79658 6.91850
H 2.87051 1.69443 8.73914
H 1.41391 1.16152 7.90611
B 1.88300 4.28347 5.01695
H 1.93865 5.28127 5.42381
H 2.90470 3.97125 4.86564
H 1.49333 3.58264 5.73892
H 1.25202 4.38053 4.14707
B 3.92414 8.11378 7.73013
H 3.00495 7.54910 7.70873
H 4.54441 7.69757 8.50876
H 4.42301 7.96432 6.78513
H 3.71619 9.16551 7.85203
S 4.49944 4.23998 9.99834
O 4.09686 5.60714 10.29999
O 4.34632 4.05732 8.54143
O 5.86048 4.19794 10.45349
O 3.63630 3.27483 10.62381
S 1.00556 5.55228 8.91771
O 0.92538 4.33333 9.72061
O 1.45464 6.65689 9.71848
O 1.86680 5.27853 7.79394
O -0.24320 5.75958 8.20636
C 6.79184 6.09158 6.86776
C 5.80535 5.89185 5.68703
O 4.52426 5.67782 6.21679
H 7.84688 6.00699 6.60725
H 6.42851 5.35072 7.57994
H 6.60790 7.07988 7.28910
H 5.85889 5.06392 4.98009
H 5.79343 6.82265 5.11994
H 4.31284 6.51187 6.64255
C -3.98021 5.24840 9.27721
C -2.79728 4.56463 10.02294
O -1.94339 3.87340 9.08946
H -4.61619 5.90151 9.87477
H -4.64964 4.49120 8.86901
H -3.71308 5.98323 8.51777
H -3.17797 3.78291 10.68028
H -2.23731 5.34979 10.53094
H -1.30768 4.44605 8.65411
C -2.81661 9.82132 6.38309
C -3.09831 8.37890 6.26668
O -2.01915 7.57659 6.60189
H -3.67215 10.34098 5.95170
H -2.02450 10.04373 5.66810
H -2.44385 10.31185 7.28228
H -3.35766 8.13027 5.23760
H -3.96116 8.11647 6.87882
H -1.76298 7.72171 7.51563
C 1.75582 6.90393 14.31570
C 1.60364 7.29612 12.88652
O 2.83133 7.62559 12.27607
H 0.79398 6.44752 14.54947
H 1.82141 7.74708 15.00339
H 2.49573 6.13214 14.52778
H 0.95180 8.15080 12.70565
H 1.09693 6.46646 12.39357
H 3.50467 7.47728 12.94407
C 0.55136 9.70070 7.24221
C 1.01595 8.98871 5.97366
O 1.29456 7.58300 6.30915
H 1.33225 9.58722 7.99416
H -0.21433 9.04230 7.65250
H 0.28308 10.70222 6.90591
H 2.00447 9.35543 5.69717
H 0.40910 9.15513 5.08365
H 2.14096 7.47829 6.74989
C -0.91613 -0.44658 9.74380
C -1.16353 0.87803 10.49240
O -0.31246 1.76088 9.84550
H -1.11847 -0.52765 8.67583
H -1.48244 -1.23679 10.23671
H 0.14579 -0.66950 9.84746
H -1.04301 0.94068 11.57390
H -2.15564 1.12453 10.11418
H -0.95092 2.40223 9.52512
C -2.00993 9.69547 10.71989
C -1.22744 8.38505 10.52866
O -1.50921 7.65107 9.35771
H -2.09681 10.25280 9.78719
H -1.62258 10.27262 11.55951
H -3.05723 9.48455 10.93622
H -1.61529 7.79554 11.35943
H -0.15587 8.56998 10.60369
H -0.89176 6.94299 9.16029
C -1.48282 1.66174 6.75535
C -2.13036 2.64207 5.79113
O -1.96710 3.89402 6.39689
H -0.50113 1.88549 7.17284
H -1.50720 0.67051 6.30263
H -2.22111 1.64645 7.55710
H -3.05987 2.28532 5.34746
H -1.51506 2.59589 4.89258
H -2.29708 3.89609 7.29839
```

Properties
Multiplicity = 7
DFT total energy = -85048.2750 eV
Total charge = +1
Energy relative to the best compared isomer or geometry (same formula, charge and spin) = 5.696 eV
Expectation value of S² = 12.0099
Orbital gap (alpha / beta) = 7.98 / 6.10 eV

Mulliken population analysis, charges in e, atoms 1 to 8: 5.060, 1.208, 0.382, 0.009, 2.417, -1.470, -0.123, -0.274

This record from the OMol25 dataset describes a cluster of 6 separate species, C27H63N3O6 in total in a non-equilibrium geometry. The level of theory is ωB97M-V/def2-TZVPD.

The geometry in XYZ format:
```
99
Properties=species:S:1:pos:R:3
C 0.74497 -7.57780 -17.38572
C 1.90006 -6.95059 -18.22547
C 3.14193 -7.80923 -18.08897
C 1.49031 -6.98096 -19.70711
C 0.61460 -5.79740 -20.16483
C 1.03114 -4.45690 -19.59409
C 1.26070 -4.46806 -18.08938
C 2.00737 -3.12327 -17.80268
C -0.07487 -4.37795 -17.30348
N 2.15651 -5.56987 -17.74478
O 2.40506 -5.61209 -16.35577
H 0.04702 -8.08147 -18.05379
H 1.14215 -8.24497 -16.62223
H 0.16973 -6.81683 -16.86999
H 3.45153 -7.89866 -17.04544
H 2.99417 -8.81859 -18.47411
H 3.97432 -7.37625 -18.64944
H 2.34873 -6.93401 -20.38541
H 0.89290 -7.85299 -19.96739
H 0.48969 -5.77209 -21.24830
H -0.39740 -6.04676 -19.81299
H 0.25391 -3.70546 -19.76424
H 1.88060 -4.08814 -20.17628
H 3.04818 -3.11780 -18.12670
H 2.06749 -2.77167 -16.77001
H 1.36998 -2.40870 -18.32226
H -0.57217 -3.43515 -17.51900
H 0.09984 -4.58084 -16.24474
H -0.79652 -5.17528 -17.51150
H 3.32913 -5.34348 -16.30466
C 2.23104 0.26918 -19.72978
C 1.33242 1.53295 -19.74953
C -0.07771 1.14967 -19.34346
C 1.79878 2.57611 -18.68871
C 3.00670 3.39134 -19.13904
C 2.66410 4.02589 -20.46814
C 2.29254 3.03692 -21.60473
C 1.61039 3.90254 -22.66966
C 3.50746 2.25294 -22.10990
N 1.24401 2.15851 -21.06952
O 0.79181 1.26985 -22.04486
H 1.59547 -0.60415 -19.55735
H 2.66375 0.00226 -20.69598
H 3.03919 0.17166 -19.00291
H -0.76551 1.99494 -19.27499
H -0.53549 0.45677 -20.05378
H -0.07554 0.65534 -18.36831
H 0.94707 3.22085 -18.46342
H 2.05069 1.97410 -17.81298
H 3.04811 4.22952 -18.44099
H 3.80882 2.66015 -19.25141
H 3.47596 4.68754 -20.78620
H 1.83334 4.71418 -20.27930
H 2.18478 4.74846 -23.06204
H 0.74392 4.39358 -22.22682
H 1.37393 3.29986 -23.54820
H 4.17812 2.92104 -22.65230
H 3.14982 1.48185 -22.79001
H 4.02692 1.84490 -21.24533
H -0.14712 1.40145 -22.21235
C 0.85598 -5.16278 -9.35519
C 2.07698 -4.74285 -10.24919
C 3.22127 -4.75726 -9.22402
C 2.29254 -5.91302 -11.24404
C 1.36903 -5.87101 -12.46143
C 1.42122 -4.46303 -13.04602
C 0.98401 -3.31910 -12.13109
C 1.22192 -1.95758 -12.86476
C -0.50057 -3.41390 -11.74970
N 1.85291 -3.51217 -10.97214
O 2.10792 -2.34095 -10.18090
H 0.84594 -6.18720 -8.99744
H 0.78877 -4.37389 -8.59593
H -0.13299 -4.95415 -9.78307
H 4.04899 -4.13208 -9.59948
H 3.05266 -4.29578 -8.25437
H 3.70554 -5.72916 -9.14660
H 3.33205 -6.08695 -11.53013
H 1.97525 -6.85659 -10.78292
H 1.67318 -6.58928 -13.22294
H 0.32520 -6.08470 -12.22198
H 0.75398 -4.44854 -13.92046
H 2.40173 -4.25248 -13.48171
H 1.00925 -2.02448 -13.92726
H 2.28984 -1.76050 -12.74853
H 0.64561 -1.23496 -12.29426
H -0.83095 -4.45133 -11.75664
H -1.07472 -2.96892 -12.57012
H -0.69690 -2.86976 -10.82943
H 2.98647 -2.10988 -10.49904
O 1.12718 -0.20506 -15.78465
H 1.87604 -0.26012 -15.18027
H 0.71319 0.64709 -15.58204
O 1.97769 1.40311 -12.39161
H 1.17762 1.21877 -12.90103
H 2.50198 1.97301 -12.96285
O 0.24367 2.43469 -14.77764
H 0.82287 3.18954 -14.62156
H -0.64826 2.79980 -14.73934
```

Properties
DFT total energy = -45771.1938 eV
SMILES = CC1(C)CCCC(C)(C)N1O.CC1(C)CCCC(C)(C)N1O.CC1(C)CCCC(C)(C)N1O.O.O.O
Total charge = 0
Energy relative to the best compared isomer or geometry (same formula, charge and spin) = 0.803 eV
Orbital gap = 7.64 eV

Mulliken population analysis, charges in e, atoms 1 to 8: -1.560, 1.870, -1.984, -1.318, -0.903, -1.167, 1.811, -1.574

This record from the OMol25 dataset describes a cluster of 15 separate species, C4H37NO15 in total in a non-equilibrium geometry. The level of theory is ωB97M-V/def2-TZVPD.

The geometry in XYZ format:
```
57
Properties=species:S:1:pos:R:3
C -0.19954 1.40177 -1.98027
C -0.30100 0.93624 -0.53782
C 0.91115 0.12870 -0.10713
C 0.64954 -0.46432 1.22959
N 0.86572 -1.76088 1.45368
O 0.23683 0.23608 2.18630
H 0.64803 2.08322 -2.13128
H -1.12251 1.95392 -2.28874
H -0.05223 0.59578 -2.70513
H -0.42155 1.82413 0.10463
H -1.18787 0.30552 -0.40945
H 1.13822 -0.64788 -0.86817
H 1.79556 0.76633 -0.08584
H 1.17417 -2.37377 0.71229
H 0.64634 -2.19810 2.32831
H -0.34074 1.79212 2.35677
H -1.46588 2.83879 2.19560
O -0.54608 2.78496 2.43903
H 2.35663 -3.85945 -1.52304
H 2.52465 -2.30040 -1.22806
O 1.87261 -3.08298 -1.22479
H -2.05964 -4.90581 1.03786
H -2.10915 -3.42013 1.42231
O -1.51373 -4.11790 1.06639
H 3.33226 1.02149 1.56970
H 4.77120 0.42953 1.55256
O 3.86269 0.22925 1.30424
H 3.51358 -0.18552 -1.62378
H 3.76724 -0.64677 -0.19165
O 3.64870 -1.00600 -1.10587
H -5.06682 1.96317 -0.57527
H -4.18892 0.71293 -0.29526
O -4.16237 1.67125 -0.47811
H -5.22000 -1.36408 -0.03376
H -3.89649 -1.36739 -0.82232
O -4.33190 -0.97841 -0.02389
H -2.28365 -2.56407 -1.89002
H -2.87114 -1.47931 -2.84237
O -3.10513 -2.07949 -2.13094
H -2.31646 -1.50998 2.26306
H -3.53287 -1.72354 1.35523
O -3.02012 -2.12569 2.07638
H -1.05355 -3.72126 -0.55880
H 0.10685 -3.17049 -1.54086
O -0.85271 -3.45570 -1.48172
H 2.84625 2.04132 -1.49535
H 2.86067 1.80831 -2.97878
O 3.21995 1.43827 -2.17361
H 1.44586 3.50289 -0.26973
H 2.34865 2.67308 0.69632
O 2.30901 3.04275 -0.20620
H 1.80683 2.88336 2.65869
H 1.42329 1.43954 2.34180
O 2.17267 2.05973 2.30977
H -0.07042 3.86204 1.11581
H -0.88397 3.86004 -0.16656
O -0.07871 4.22283 0.19823
```

Properties
DFT total energy = -36955.1733 eV
Total charge = 0
Energy relative to the best compared isomer or geometry (same formula, charge and spin) = 0.105 eV
Orbital gap = 11.08 eV

Mulliken population analysis, charges in e, atoms 1 to 8: -1.497, 0.475, 1.679, -0.055, -0.158, -1.052, 0.199, 0.385

This record from the OMol25 dataset describes the ion C10H15N2S with charge +1 in a non-equilibrium geometry. The level of theory is ωB97M-V/def2-TZVPD.

The geometry in XYZ format:
```
28
Properties=species:S:1:pos:R:3
C -1.89465 2.60681 0.81565
C -2.18020 2.67762 2.17246
C -0.93434 0.77662 1.55118
C -0.68507 0.96879 -0.76474
C 1.06260 -0.77243 2.09004
C -0.00251 -1.81541 1.50831
C 0.14165 -0.43943 0.94671
C 1.88370 -0.14078 -2.25153
C 0.02720 -1.76685 -1.87482
C 1.13823 -0.83456 -1.18845
N -1.25893 1.44197 0.49837
N 0.49250 0.17613 -0.29603
S -1.42182 1.38568 3.02176
H -2.08395 3.45839 0.12435
H -2.56261 3.56124 2.70492
H -1.36745 0.31271 -1.29015
H -0.39407 1.88522 -1.28592
H 0.85037 -0.25673 3.00350
H 2.02126 -1.17811 1.90475
H 0.21632 -2.65188 0.99227
H -0.76582 -2.08920 2.18533
H 1.47891 0.56216 -3.00928
H 2.84382 0.39379 -1.89259
H 2.25047 -0.99528 -2.93887
H -0.61563 -2.26874 -1.09043
H 0.56796 -2.47821 -2.51567
H -0.74183 -1.21146 -2.46392
H 1.93388 -1.30806 -0.65719
```

Properties
DFT total energy = -24418.9691 eV
Total charge = +1
Energy relative to the best compared isomer or geometry (same formula, charge and spin) = 1.991 eV
Orbital gap = 8.90 eV

Mulliken population analysis, charges in e, atoms 1 to 8: -0.367, -0.324, 0.197, -0.523, -1.050, -0.971, 1.036, -1.523

This record from the OMol25 dataset describes a structure of composition C16H18BiClN in a non-equilibrium geometry. The level of theory is ωB97M-V/def2-TZVPD.

The geometry in XYZ format:
```
37
Properties=species:S:1:pos:R:3
C 2.02247 -2.40960 1.58276
C 2.10683 -2.40945 0.15961
C 0.76556 -2.45505 -0.35211
H 3.01840 -2.51035 -0.42118
C -0.12560 -2.47728 0.76429
C 0.65304 -2.48852 1.94918
H 0.26374 -2.57549 2.96031
H 2.85996 -2.40686 2.27769
H 0.47904 -2.59290 -1.39220
H -1.21025 -2.54112 0.72727
Bi 1.07671 0.30548 0.44738
Cl 2.89765 1.11143 1.92727
C 1.23128 2.43206 -3.60018
C 0.00000 1.79112 -3.94422
C 0.31136 0.56976 -4.61960
H -0.99939 2.18392 -3.76397
C 1.73461 0.45464 -4.69052
C 2.30314 1.60669 -4.06230
H 3.36522 1.83137 -3.98364
H 1.33223 3.39983 -3.11272
H -0.40834 -0.13330 -5.03521
H 2.28663 -0.35408 -5.16633
C -0.34743 -0.01921 4.13219
C -1.24907 0.49819 3.09814
C -2.60232 0.85693 3.23144
C -3.09595 1.12819 1.94266
C -2.02344 0.93124 1.04646
C -2.04850 0.97513 -0.42094
N -0.88853 0.60565 1.76261
H -0.80935 -0.88982 4.63926
H -0.09492 0.74105 4.89318
H 0.60043 -0.35028 3.68330
H -3.14414 0.86848 4.16758
H -4.08766 1.39365 1.63557
H -2.85773 0.32235 -0.79198
H -2.20661 2.00078 -0.79364
H -1.10905 0.60536 -0.87741
```

Properties
DFT total energy = -36734.7210 eV
Total charge = -1
Orbital gap (alpha / beta) = 3.92 / 3.91 eV

Mulliken population analysis, charges in e, atoms 1 to 8: -0.707, -0.638, -0.690, 0.486, -0.488, -0.266, 0.549, 0.360

This record from the OMol25 dataset describes an isolated molecule of C24H29N3O5 in a non-equilibrium geometry. The level of theory is ωB97M-V/def2-TZVPD.

The geometry in XYZ format:
```
61
Properties=species:S:1:pos:R:3
C -2.33598 -3.79884 0.41458
C -1.34143 -2.66518 0.63767
C -1.39825 -1.54641 -0.40458
C -2.71196 -0.71841 -0.42936
C -3.69363 -1.25314 -1.48567
C -5.12248 -0.71730 -1.37629
C -5.25175 0.76805 -1.69188
N -3.28972 -0.56796 0.88191
C -3.15968 0.67656 1.38936
O -3.47903 1.07311 2.48066
N -2.57000 1.45407 0.38457
C -2.22858 2.84379 0.56398
C -0.78072 3.12853 0.15081
O -0.51031 4.12303 -0.48775
C 0.19079 2.13624 0.56565
C 0.08083 1.17043 1.60867
C 1.21379 0.41381 1.59316
C 1.63235 -0.69505 2.49230
N 2.02033 0.87527 0.57216
C 3.27929 0.33970 0.23168
C 3.37467 -0.97116 -0.21200
C 4.60220 -1.53443 -0.55043
C 5.71246 -0.73462 -0.43349
C 5.61707 0.58886 0.00700
C 4.41411 1.15172 0.34902
O 6.86171 1.14993 0.03006
C 7.74965 0.14583 -0.41464
O 7.02040 -1.03030 -0.69686
C 1.42038 1.92954 -0.04412
C 2.00492 2.62417 -1.21449
C -2.30360 0.72656 -0.73767
O -1.79914 1.13202 -1.75256
H -2.15809 -4.59353 1.13602
H -2.22048 -4.21611 -0.58349
H -3.36350 -3.46473 0.53297
H -0.33285 -3.08457 0.60546
H -1.47952 -2.24015 1.63383
H -0.57139 -0.86226 -0.19644
H -1.24050 -1.95633 -1.40258
H -3.28169 -0.98323 -2.46073
H -3.72506 -2.34114 -1.42202
H -5.51678 -0.91209 -0.37652
H -5.73457 -1.28010 -2.08514
H -6.30048 1.03679 -1.79773
H -4.82995 1.37956 -0.89954
H -4.73852 1.00839 -2.61994
H -3.65955 -1.33035 1.42138
H -2.37132 3.07376 1.62451
H -2.88583 3.48271 -0.03496
H -0.71935 1.08071 2.31600
H 1.53595 -1.66596 2.00580
H 2.67182 -0.57317 2.79416
H 1.00399 -0.69429 3.37878
H 2.47660 -1.56044 -0.30945
H 4.68089 -2.55095 -0.89592
H 4.34156 2.16782 0.69690
H 8.49479 -0.06124 0.36954
H 8.26631 0.48717 -1.32564
H 1.19942 3.03163 -1.82062
H 2.62797 3.46044 -0.89676
H 2.61148 1.94329 -1.80930
```

Properties
DFT total energy = -40068.0857 eV
SMILES = CCCC1(CCC)NC(=O)N(CC(=O)c2cc(C)n(-c3ccc4c(c3)OCO4)c2C)C1=O
Total charge = 0
Energy relative to the best compared isomer or geometry (same formula, charge and spin) = 0.598 eV
Orbital gap = 8.65 eV

Mulliken population analysis, charges in e, atoms 1 to 8: -1.532, -0.567, -0.828, 2.709, -0.996, -0.683, -0.939, 0.042

- What is the DFT total energy in the second record?
  -45771.1938 eV

- Look up the total charge of the sixth one.
  0

- Which of these has the highest DFT total energy?
  C10H15N2S